[1]
Formula: C10H12BrCuN3O3
Source: OMol25
Level of theory: ωB97M-V/def2-TZVPD

Geometry as XYZ:
```
30
Properties=species:S:1:pos:R:3:mulliken_spin:R:1
Cu -0.340 0.054 -0.032 0.610
N 0.291 0.391 1.923 0.060
C -0.817 1.149 2.565 -0.002
C -1.545 2.014 1.515 0.001
O -2.047 3.082 1.836 0.022
N -1.568 1.413 0.325 0.158
C -1.992 2.101 -0.873 -0.010
C -1.207 1.554 -2.081 0.002
O -1.312 2.059 -3.175 0.010
O -0.422 0.525 -1.834 0.129
H 1.080 1.021 1.804 -0.005
H 0.621 -0.365 2.513 -0.004
H -1.523 0.428 2.979 0.000
H -0.462 1.792 3.370 0.001
H -3.057 1.937 -1.065 0.005
H -1.860 3.182 -0.790 0.002
C -2.958 -4.598 -0.846 0.000
C -1.602 -3.996 -0.641 -0.001
C -0.433 -4.747 -0.696 -0.001
C 0.801 -4.144 -0.519 0.001
C 0.818 -2.781 -0.287 -0.003
Br 2.456 -1.870 -0.049 0.004
N -0.278 -2.043 -0.221 0.020
C -1.460 -2.637 -0.398 -0.002
H -2.887 -5.671 -1.015 0.000
H -3.451 -4.152 -1.710 0.000
H -3.599 -4.435 0.021 0.000
H -0.483 -5.812 -0.884 0.000
H 1.721 -4.706 -0.563 0.000
H -2.322 -1.982 -0.350 0.001
```

Output
Expectation value of S²   0.753
Total charge   0
HOMO-LUMO gap (spin up / spin down)   7.888 / 7.911 eV
2S+1   2



[2]
Formula: C10H12BrIO2
Source: OMol25
Level of theory: ωB97M-V/def2-TZVPD

Geometry as XYZ:
```
26
Properties=species:S:1:pos:R:3:nbo_charge:R:1
C 1.059 -2.362 -2.042 -0.189
C 2.051 -1.407 -1.920 -0.216
C -0.249 -2.053 -1.941 -0.230
C 1.681 -0.176 -1.443 -0.155
C -0.688 -0.754 -1.594 -0.148
C 0.316 0.214 -1.236 -0.249
C 1.013 -0.403 1.866 -0.262
C -2.544 1.075 1.866 -0.266
C -0.425 1.418 0.983 0.238
C -0.119 1.417 -0.477 0.190
O 0.602 0.954 1.819 -0.530
O -1.536 0.602 1.045 -0.544
Br -1.594 2.293 -1.457 0.106
I 2.236 3.286 -0.090 -0.244
H 1.473 -3.425 -2.153 0.224
H 3.078 -1.640 -1.994 0.225
H -1.130 -2.790 -1.942 0.229
H 2.364 0.596 -1.225 0.241
H -1.850 -0.606 -1.563 0.246
H 2.011 -0.533 1.465 0.182
H 0.462 -1.291 1.383 0.188
H 1.064 -0.609 2.857 0.185
H -3.192 1.738 1.307 0.184
H -2.304 1.834 2.727 0.180
H -3.007 0.194 2.378 0.206
H -0.772 2.425 1.379 0.210
```

Output
Total charge   0
Energy above the lowest of the compared OMol25 structures with the same formula, charge and spin   2.055 eV
HOMO-LUMO gap (spin up / spin down)   6.606 / 6.611 eV



[3]
Formula: C10H12Cl2Si
Source: OMol25
Level of theory: ωB97M-V/def2-TZVPD

Geometry as XYZ:
```
25
Properties=species:S:1:pos:R:3:nbo_charge:R:1
C -3.188 -1.659 -0.390 -0.226
C -3.121 -0.355 -0.737 -0.190
C -2.107 -2.352 0.157 -0.193
C -1.891 0.346 -0.546 -0.213
C -0.891 -1.675 0.471 -0.206
C -0.863 -0.278 0.122 -0.078
C 0.452 1.082 1.739 -0.366
C 0.274 0.574 0.448 -0.417
C 3.226 0.842 -0.928 -0.858
C 3.381 -0.315 -0.036 -0.212
Si 1.310 0.995 -1.082 1.099
Cl 2.949 -1.839 -0.713 0.011
Cl 5.103 -0.483 0.629 -0.085
H -4.138 -2.129 -0.388 0.213
H -3.872 0.262 -1.149 0.216
H -2.004 -3.438 0.216 0.219
H -1.792 1.374 -0.734 0.212
H -0.088 -2.107 1.040 0.224
H 1.043 1.975 1.933 0.204
H -0.405 0.918 2.539 0.208
H 3.843 0.585 -1.821 0.262
H 3.624 1.598 -0.287 0.259
H 2.701 -0.145 0.888 0.240
H 1.125 2.455 -1.352 -0.172
H 0.524 0.378 -2.119 -0.149
```

Output
Total charge   0
Energy above the lowest of the compared OMol25 structures with the same formula, charge and spin   3.516 eV
SMILES string   C=C([SiH2]CC(Cl)Cl)c1ccccc1
HOMO-LUMO gap   9.552 eV



[4]
Formula: C10H12FN
Source: OMol25
Level of theory: ωB97M-V/def2-TZVPD

Geometry as XYZ:
```
24
Properties=species:S:1:pos:R:3:nbo_charge:R:1
C -1.521 -2.440 0.229 -0.208
C -1.249 -1.561 1.259 -0.202
C -0.962 -2.234 -1.029 -0.243
C -0.500 -0.403 1.069 -0.093
C 0.002 -0.224 -0.173 0.002
C -0.172 -1.124 -1.232 0.009
C -0.236 0.541 2.096 -0.401
C 0.245 1.996 1.526 -0.483
C 0.995 1.632 0.249 0.584
C 0.553 -0.916 -2.550 -0.640
N 0.859 2.516 -0.840 -0.850
F 2.321 1.205 0.544 -0.392
H -2.115 -3.313 0.480 0.212
H -1.532 -1.817 2.194 0.194
H -1.082 -3.065 -1.863 0.215
H -1.080 0.618 2.798 0.216
H 0.515 0.093 2.654 0.221
H -0.676 2.591 1.266 0.235
H 0.940 2.492 2.277 0.238
H 1.598 -0.938 -2.458 0.218
H 0.329 -1.662 -3.353 0.212
H 0.208 0.060 -3.012 0.218
H 1.012 3.494 -0.589 0.360
H 1.547 2.457 -1.542 0.378
```

Output
Total charge   0
Energy above the lowest of the compared OMol25 structures with the same formula, charge and spin   2.002 eV
HOMO-LUMO gap   9.717 eV



[5]
Formula: C10H12N2O
Source: OMol25
Level of theory: ωB97M-V/def2-TZVPD

Geometry as XYZ:
```
25
Properties=species:S:1:pos:R:3:nbo_charge:R:1
C 2.745 1.837 0.425 -0.239
C 3.021 1.017 -0.619 -0.204
C 1.631 1.678 1.144 -0.208
C 2.156 -0.021 -0.873 -0.232
C 0.607 0.880 0.724 0.104
C 0.893 0.027 -0.312 0.128
C -2.265 0.973 -0.562 0.453
C -1.465 -0.135 0.169 0.173
C -2.382 -1.186 0.679 -0.652
C -0.275 -1.967 -0.981 -0.405
N -0.779 0.707 1.217 -0.616
N -0.358 -0.546 -0.735 -0.432
O -3.449 1.056 -0.420 -0.528
H 3.549 2.499 0.792 0.219
H 3.919 1.035 -1.159 0.215
H 1.419 2.291 2.109 0.214
H 2.323 -0.770 -1.689 0.213
H -1.695 1.648 -1.160 0.128
H -3.356 -0.998 0.188 0.258
H -2.496 -0.961 1.736 0.220
H -2.005 -2.185 0.514 0.227
H -1.191 -2.315 -1.627 0.194
H 0.615 -2.253 -1.528 0.211
H -0.284 -2.616 -0.184 0.174
H -0.878 0.305 2.151 0.384
```

Output
Total charge   0
Energy above the lowest of the compared OMol25 structures with the same formula, charge and spin   2.671 eV
SMILES string   CN1c2ccccc2N[C@@]1(C)C=O
HOMO-LUMO gap   8.839 eV



[6]
Formula: C10H12N4S
Source: OMol25
Level of theory: ωB97M-V/def2-TZVPD

Geometry as XYZ:
```
27
Properties=species:S:1:pos:R:3:nbo_charge:R:1
C 0.040 -0.955 -1.940 0.459
C 0.948 0.065 -2.571 -0.474
C 1.614 1.046 -1.578 -0.540
C 0.764 2.246 0.834 -0.542
C 0.232 0.962 1.425 0.191
C -1.073 0.877 1.918 -0.269
C -1.516 -0.334 2.399 -0.146
C -0.659 -1.437 2.354 -0.255
C 0.616 -1.253 1.838 0.044
C -2.075 -1.183 -0.839 0.432
H -0.342 -2.774 -1.506 0.347
H 1.746 -0.520 -3.060 0.253
H 0.373 0.602 -3.363 0.223
H 2.473 1.526 -2.094 0.228
H 2.005 0.499 -0.719 0.263
H 1.839 2.342 1.025 0.240
H 0.242 3.098 1.246 0.234
H -1.701 1.746 1.946 0.220
H -2.531 -0.442 2.758 0.226
H -1.000 -2.405 2.709 0.230
H 1.299 -2.084 1.802 0.200
H -1.206 0.587 -1.274 0.443
N 0.351 -2.186 -1.940 -0.660
N 1.079 -0.078 1.390 -0.451
N -1.149 -0.411 -1.428 -0.700
N -2.869 -1.895 -0.353 -0.370
S 0.502 2.360 -0.979 0.173
```

Output
Total charge   0
Energy above the lowest of the compared OMol25 structures with the same formula, charge and spin   0.048 eV
SMILES string   [H]/N=C(/CCSCc1ccccn1)NC#N
HOMO-LUMO gap   9.717 eV